Entry from OMol25: a 11-piece molecular cluster, C25H74F3N13O13S overall (ωB97M-V with the def2-TZVPD basis set).

Calculated values
HOMO-LUMO gap   4.558 eV
Highest occupied orbital energy   -7.74 eV
Maximum force   5.90 eV Å⁻¹
LUMO   -3.179 eV
ΔE to the lowest compared entry with this formula, charge and spin   224.9 kcal/mol
Total charge   0

Structure (XYZ):
```
129
Properties=species:S:1:pos:R:3:forces:R:3:lowdin_charge:R:1
O 11.79769 -14.62878 -2.29301 0.05 0.36 -0.55 0.407
H 12.52992 -15.01715 -2.77738 1.03 -0.31 -0.95 0.197
H 11.16492 -15.33657 -2.15080 -1.09 -0.77 0.45 0.191
H 12.16417 -14.30125 -1.46838 0.12 0.44 1.08 0.196
C 19.35154 -18.50110 -3.91033 -2.32 1.16 -0.72 -0.599
F 20.32286 -19.21767 -3.33004 -0.78 0.53 -0.59 0.129
F 19.69687 -17.23380 -4.11162 1.39 0.73 0.73 0.085
F 19.13382 -18.90062 -5.21015 0.12 -1.10 1.28 0.067
S 17.64747 -18.26853 -2.89052 0.31 -0.18 3.14 0.534
O 17.12494 -19.63410 -2.79957 0.13 0.85 -0.74 -0.394
O 18.08394 -17.78834 -1.50292 -0.60 -0.55 -3.74 -0.421
O 16.82720 -17.29419 -3.65521 1.45 -1.32 0.72 -0.401
C 18.40061 -16.30984 7.23055 0.26 0.82 -2.71 -0.789
O 19.21304 -17.11678 6.93260 2.39 -3.11 -0.11 0.059
N 17.53632 -15.87850 6.28999 -2.17 0.93 -0.38 0.142
N 18.46430 -15.56205 8.29987 -0.55 2.06 3.82 0.160
H 16.76904 -15.29968 6.60037 0.03 -0.11 -0.63 0.091
H 17.57275 -16.22445 5.34179 -0.02 -0.12 0.52 0.113
H 19.07940 -15.77814 9.07127 -0.10 -0.28 -0.43 0.119
H 17.76437 -14.86211 8.50058 0.20 -0.18 -0.10 0.104
C 13.76261 -13.17611 -9.01618 0.02 0.61 -1.95 -0.820
O 14.48856 -12.39615 -8.51227 1.84 3.15 1.32 0.081
N 13.53512 -14.34844 -8.55809 -1.33 -4.73 2.20 0.156
N 13.16422 -13.07416 -10.21968 -0.71 2.13 -2.31 0.139
H 13.04782 -14.90168 -9.24843 0.46 -1.04 1.12 0.107
H 14.10387 -14.69659 -7.79953 -0.26 -0.27 -0.36 0.130
H 12.46121 -13.71794 -10.55348 0.18 0.43 0.12 0.098
H 13.21273 -12.15736 -10.64066 -0.21 -0.28 -0.12 0.110
C 19.62006 -26.08312 -0.16440 4.15 0.55 0.50 -0.762
O 20.65839 -26.70044 0.13329 -0.99 0.75 -0.41 -0.001
N 19.55727 -24.78248 -0.45949 1.26 2.34 -0.21 0.152
N 18.46180 -26.61931 -0.23836 -4.70 -3.57 -0.03 0.153
H 18.70700 -24.30137 -0.71574 0.40 -0.17 0.02 0.106
H 20.43258 -24.27911 -0.48311 -0.35 0.03 0.03 0.115
H 18.42173 -27.62527 -0.15752 -0.16 0.27 0.10 0.123
H 17.60173 -26.11737 -0.40698 0.39 -0.18 -0.02 0.115
C 24.26047 -17.18338 2.98606 -1.99 0.43 1.34 -0.784
O 25.25260 -16.98031 2.36661 2.44 -0.07 -1.15 0.068
N 24.15727 -17.22417 4.32983 2.38 0.20 1.22 0.136
N 23.04130 -17.28842 2.50995 -3.76 -0.53 -2.84 0.147
H 25.08150 -16.97009 4.64819 -0.54 -0.10 1.41 0.107
H 23.30307 -17.34436 4.85520 0.68 0.08 -0.01 0.105
H 22.22524 -17.13163 3.08404 0.37 -0.20 -0.12 0.104
H 22.83405 -17.41060 1.52902 0.39 0.19 0.15 0.117
C 24.81586 -22.04437 -9.39640 0.60 -0.58 0.16 -0.059
C 25.65523 -23.16242 -8.68612 -0.23 2.76 -1.44 -0.449
C 27.08509 -22.63927 -8.35094 0.11 -1.05 1.24 -0.192
O 27.08690 -21.75231 -7.22983 0.07 1.22 -0.03 -0.216
C 28.29949 -20.98892 -7.12636 -0.67 -0.20 -0.15 -0.102
N 25.01093 -23.62361 -7.52543 -0.76 -0.88 0.18 0.035
H 25.23727 -21.98300 -10.39977 -0.12 0.48 -0.10 0.066
H 24.86791 -21.08140 -8.88839 0.21 0.00 0.01 0.071
H 23.75974 -22.29880 -9.48574 0.09 -0.28 0.08 0.069
H 25.65996 -23.96386 -9.42488 0.63 -0.21 0.12 0.131
H 27.68691 -22.23463 -9.16469 -0.17 -0.05 -0.26 0.118
H 27.56913 -23.46724 -7.83299 0.62 -0.85 -1.08 0.115
H 29.23602 -21.54357 -7.18452 -0.11 -0.72 -0.21 0.079
H 28.34150 -20.52270 -6.14199 -0.43 0.24 -0.19 0.087
H 28.31147 -20.27219 -7.94748 0.11 0.38 0.16 0.084
H 24.93796 -22.88303 -6.84255 0.31 -0.37 0.42 0.084
H 25.53965 -24.44098 -7.25623 -0.27 0.10 1.10 0.077
C 21.30097 -10.82942 -0.16458 0.47 0.47 1.34 -0.051
C 21.10009 -9.81860 0.98937 0.33 0.38 -0.27 -0.415
C 22.31597 -8.80559 1.10401 -2.56 -0.46 0.52 -0.243
O 23.36682 -9.50623 1.64800 1.16 0.58 -0.32 -0.180
C 24.61693 -8.81529 1.51504 0.35 -1.49 0.59 -0.086
N 19.83677 -9.12841 0.82587 -0.36 1.66 -0.80 0.009
H 21.50900 -10.28843 -1.08770 0.17 0.06 0.00 0.078
H 20.39515 -11.41057 -0.33738 0.16 -0.26 0.23 0.071
H 22.15335 -11.43921 0.13494 -0.09 -0.38 -0.53 0.076
H 20.92672 -10.20683 1.99302 1.07 -1.02 -0.11 0.128
H 22.04468 -8.01571 1.80442 -0.42 0.27 0.24 0.119
H 22.51104 -8.26402 0.17841 0.29 -0.44 -0.61 0.121
H 25.12501 -9.28661 0.67372 0.34 0.24 -0.04 0.087
H 25.12563 -9.05761 2.44811 0.42 0.05 -0.19 0.086
H 24.66017 -7.73132 1.40903 -0.86 0.08 -0.08 0.086
H 20.06902 -8.27752 0.33379 -0.34 0.64 -0.04 0.057
H 19.25416 -9.59627 0.14633 -0.13 -0.39 0.06 0.056
C 8.84944 -20.68541 -2.58811 -1.14 0.72 0.08 -0.054
C 8.78113 -19.17880 -2.24736 0.85 -1.56 0.55 -0.451
C 7.42776 -18.69390 -1.85676 -0.96 1.42 -1.21 -0.221
O 7.52388 -17.27000 -1.70200 -1.51 0.59 1.49 -0.215
C 6.31471 -16.66914 -1.11219 1.14 0.14 -0.55 -0.081
N 9.71542 -18.91994 -1.16396 1.20 0.88 0.35 0.020
H 9.85537 -20.92897 -2.92997 -0.28 -0.18 -0.25 0.080
H 8.04110 -20.91558 -3.28216 0.41 -0.27 -0.57 0.075
H 8.60702 -21.28623 -1.71156 0.23 0.07 0.24 0.077
H 9.13225 -18.60686 -3.10626 -0.13 0.10 -0.08 0.134
H 6.97554 -19.23944 -1.02852 0.23 0.18 0.48 0.133
H 6.72167 -18.71861 -2.68679 -0.08 -1.11 -0.28 0.128
H 6.32569 -16.73921 -0.02450 0.14 -0.11 0.03 0.082
H 5.34604 -17.02205 -1.46606 0.21 -0.74 -0.33 0.081
H 6.31269 -15.62083 -1.41076 0.33 0.04 0.17 0.077
H 10.62680 -19.26675 -1.42706 0.27 0.09 -0.28 0.064
H 9.55508 -19.43356 -0.30922 -0.74 -0.11 0.07 0.076
C 13.91019 -26.86040 -9.54248 -0.98 0.75 0.26 -0.065
C 13.32578 -26.06082 -8.38049 -1.21 -1.15 0.63 -0.438
C 12.58211 -27.08377 -7.40184 1.16 2.88 1.04 -0.222
O 11.31701 -27.44746 -7.81851 -0.64 -1.27 -1.97 -0.185
C 10.73525 -28.44459 -7.03125 -0.15 -0.63 0.15 -0.125
N 14.36946 -25.29764 -7.74730 0.45 -0.32 0.45 0.031
H 13.03526 -27.40958 -9.89034 0.43 -0.35 -0.62 0.079
H 14.73234 -27.51518 -9.25365 -0.17 -0.03 0.20 0.084
H 14.27045 -26.15113 -10.28763 -0.05 -0.22 -0.32 0.074
H 12.53773 -25.37755 -8.69706 -0.26 -0.16 -0.62 0.129
H 12.24711 -26.55501 -6.50948 1.41 0.53 0.84 0.116
H 13.34566 -27.81389 -7.13345 -0.44 -0.84 -0.10 0.126
H 10.77714 -28.25108 -5.95939 -0.06 0.58 0.23 0.083
H 11.23323 -29.40995 -7.12181 0.21 -0.17 -0.38 0.086
H 9.69542 -28.57742 -7.32991 0.08 0.17 -0.05 0.089
H 15.00610 -25.02452 -8.48227 0.25 0.24 0.22 0.065
H 14.03328 -24.46369 -7.28730 -0.03 -0.01 0.03 0.073
C 27.14333 -13.32049 -5.33735 -2.38 -1.84 -1.28 -0.097
C 28.14529 -12.43625 -4.76212 0.71 0.82 -0.74 -0.448
C 27.53678 -10.97095 -4.53435 2.41 0.83 0.95 -0.169
O 27.42297 -10.03545 -5.59222 0.37 0.10 -1.28 -0.182
C 27.36617 -8.65835 -5.22571 -0.37 0.11 0.38 -0.117
N 28.72640 -13.01555 -3.57463 -1.07 0.08 1.32 0.032
H 27.18387 -13.33962 -6.42643 -0.34 0.48 -0.06 0.086
H 26.13450 -13.09155 -4.99390 -0.21 0.63 -0.30 0.084
H 27.10568 -14.38746 -5.11766 1.17 -0.21 0.48 0.081
H 29.05893 -12.54821 -5.34592 -0.37 1.60 -1.22 0.136
H 28.33813 -10.56960 -3.91399 0.21 0.36 0.51 0.094
H 26.65801 -10.87145 -3.89720 -0.46 -0.97 -0.05 0.127
H 26.34232 -8.37332 -4.98368 -0.15 -0.11 0.38 0.082
H 27.65988 -7.92299 -5.97477 0.05 -0.88 -1.01 0.080
H 28.03426 -8.33330 -4.42815 0.04 -0.73 0.64 0.080
H 27.96651 -13.51877 -3.13940 0.12 -0.16 0.81 0.068
H 28.99447 -12.25652 -2.96462 0.24 -0.11 0.48 0.064
```
Positions in Å, forces in eV/Å.